Density functional theory data (ωB97M-V/def2-TZVPD) for a molecular structure, C36H33AlCl5N3O3STe.

The LUMO energy is 0.14100 Ha. As for the orbital gap: 4.3 eV. The calculation puts the HOMO energy at -0.47 eV. Its net charge is -2. The calculation puts the energy above the lowest of the compared OMol25 structures with the same formula, charge and spin at 0.542 eV.

The geometry in XYZ format:
```
83
C36H33AlCl5N3O3STe (ωB97M-V/def2-TZVPD)
Te -0.00934 -1.14408 2.39272
Cl -2.92269 -2.20750 0.13885
Cl -4.03274 -4.03406 -2.10835
Cl -0.07479 -2.40764 -5.39760
Cl 1.00440 -0.54567 -3.14696
Cl -2.62577 -4.15155 -4.89731
S 0.12674 2.92784 1.58994
Al -1.01089 0.66039 0.59957
O -0.55489 -0.56606 -0.71143
O -0.25758 4.22127 1.09440
O -0.84752 2.11889 2.32524
N 2.53290 0.85827 -0.33814
N 0.64330 1.85722 0.53058
N -2.36275 1.54266 -0.00888
C -0.39633 -1.50129 -2.86227
C -0.91127 -0.64528 4.23624
C -0.79104 -0.45579 6.65655
C -2.12568 -0.07480 6.71275
C 1.46783 3.21280 2.72310
C -3.98459 2.59987 2.91077
C 3.75573 0.92484 -0.86466
C -4.83886 2.12000 1.73631
C -4.86982 0.59474 1.68267
C 4.43656 2.10285 -1.11621
C -4.05892 4.15982 -1.95807
C 1.90552 1.99380 -0.04951
C -0.86478 3.34909 -2.57298
C 2.79494 4.69942 4.04873
C -2.25299 -0.25269 4.30609
C -3.22680 3.08800 -1.65837
C -3.28856 2.40883 -0.36971
C -2.85050 0.03235 5.52943
C -5.07485 4.59795 -1.11391
C 3.19313 2.34176 4.13091
C 2.16837 2.12549 3.21783
C -5.26480 3.85683 0.05044
C 3.77538 3.28860 -0.81733
C -2.63776 -3.04677 -2.40688
C 4.62197 3.85017 5.56053
C 2.50325 3.24644 -0.29144
C -4.45555 2.78932 0.42383
C -2.24326 2.70263 -2.76005
C -0.88304 -2.33604 -3.86149
C -1.02778 -1.38008 -1.59983
C -2.01301 -3.11252 -3.64872
C -2.15611 -2.21217 -1.40208
C -2.08205 1.20255 -3.00240
C 1.77005 4.50184 3.13093
C 3.51876 3.62426 4.55606
C -0.19046 -0.73131 5.43045
H 1.94594 4.15734 -0.10559
H -5.86295 2.45012 1.93701
H -4.34299 2.17329 3.85903
H 0.85770 -1.01048 5.39808
H -0.95272 4.43427 -2.46876
H -5.70915 5.43924 -1.36791
H -0.20841 -0.53063 7.56908
H -0.20269 3.12539 -3.42090
H 4.21780 4.20292 6.51260
H 4.21727 -0.03331 -1.09469
H -3.88735 0.34645 5.55314
H -6.08697 4.12397 0.71197
H -3.86037 0.21212 1.54276
H 1.20225 5.32876 2.72220
H 3.74737 1.49231 4.51983
H -5.47117 0.24288 0.84088
H -3.92000 4.65702 -2.91793
H -2.94155 2.31660 2.76947
H -2.59459 0.14247 7.66558
H -0.40097 2.96522 -1.66203
H 5.33012 4.60309 5.20680
H 5.17470 2.92924 5.75342
H -5.29085 0.18320 2.61004
H -2.83080 -0.15661 3.39400
H -4.02135 3.69059 2.98836
H -3.05445 0.69852 -3.03627
H -1.56020 1.02697 -3.95329
H 4.24459 4.24624 -1.01227
H -1.50803 0.75603 -2.19767
H 5.43290 2.09232 -1.53955
H 1.90158 1.12023 2.89485
H 3.03916 5.70749 4.37304
H -2.67629 3.11387 -3.67545
```

---

Density functional theory data (ωB97M-V/def2-TZVPD) for a molecular structure, C12H20AgO8.

As for the spin multiplicity: 2. The LUMO energy (spin up / spin down) is 0.15360 / 0.15361 Ha. As for the orbital gap (spin up / spin down): 3.5 / 3.1 eV. The calculation puts the HOMO energy (spin up / spin down) at 0.68 / 1.06 eV. Its net charge is -2. Its expectation value of S² is 0.76.

The geometry in XYZ format:
```
41
C12H20AgO8 (ωB97M-V/def2-TZVPD)
Ag -5.46420 -6.40008 -10.00000
O -3.24771 -3.38920 -7.41307
O -3.54897 -9.15950 -7.12172
O -3.51652 -6.58372 -11.07464
O -4.74729 -7.46268 -7.95913
O -7.74168 -6.71168 -9.64005
O -5.71956 -8.67809 -10.79229
O -6.24350 -4.72665 -11.33829
O -4.16828 -4.80349 -8.89198
C -8.19327 -5.45148 -9.98776
C -3.63938 -7.19039 -5.83575
C -7.64348 -4.82400 -11.29228
C -3.20738 -4.38022 -8.34475
C -0.98601 -4.13894 -7.55114
C -3.36780 -7.91717 -11.44547
C -4.70394 -8.71680 -11.72270
C -4.02389 -7.89874 -7.14016
C -2.88963 -9.46171 -5.90294
C -1.92930 -3.05450 -6.96469
C -1.78747 -4.82013 -8.65044
C -2.57933 -8.11116 -5.23211
H -4.38225 -9.75136 -12.00081
H -1.77843 -5.90140 -8.51590
H -3.29110 -6.16658 -5.94727
H -1.51770 -7.95775 -5.45047
H -8.14747 -3.85596 -11.51824
H -2.62131 -8.10746 -4.14076
H -0.03066 -3.70867 -7.86712
H -2.83579 -8.41879 -10.60798
H -9.28880 -5.58749 -10.14939
H -2.05220 -10.12737 -6.10531
H -3.59584 -10.04447 -5.29279
H -7.95303 -5.38824 -12.19896
H -1.66256 -2.04724 -7.27847
H -1.48370 -4.61792 -9.67176
H -1.88914 -3.12041 -5.87761
H -4.54159 -7.16082 -5.22528
H -7.99391 -4.67432 -9.22127
H -5.08567 -8.31160 -12.68748
H -0.67097 -4.83246 -6.76668
H -2.81653 -8.04829 -12.39933
```

---

Density functional theory data (ωB97M-V/def2-TZVPD) for 3 unconnected molecules or ions with the total composition C2H11NO3.

The LUMO energy is 0.03010 Ha. As for the orbital gap: 9.8 eV. The calculation puts the HOMO energy at -8.97 eV. Its net charge is 0. As for the structure (SMILES): CNCO.O.O. The calculation puts the energy above the lowest of the compared OMol25 structures with the same formula, charge and spin at 1.130 eV.

The geometry in XYZ format:
```
17
C2H11NO3 (ωB97M-V/def2-TZVPD)
O -6.27082 1.88477 -0.89061
O -0.18072 -0.99908 -5.14987
O 1.00101 -1.89956 0.61657
N 2.05594 -0.57222 2.19949
C 2.71763 0.74011 2.27708
C 1.05860 -0.60695 1.12921
H 2.01580 1.55664 2.39705
H 3.35184 0.96413 1.40782
H 2.78598 -1.21082 1.90202
H 0.12344 -0.25238 1.58765
H -6.09164 2.78488 -0.60094
H 3.36628 0.78551 3.15892
H -0.55595 -1.88345 -5.13711
H 1.25110 0.13023 0.33462
H -6.19249 1.34233 -0.10030
H 0.12704 -2.27802 0.73270
H -0.56304 -0.48614 -5.86431
```

---

Density functional theory data (ωB97M-V/def2-TZVPD) for 2 unconnected molecules or ions with the total composition CH5NOS2.

The LUMO energy is 0.00424 Ha. As for the orbital gap: 9.9 eV. The calculation puts the HOMO energy at -9.80 eV. Its net charge is 0. As for the structure (SMILES): NC=O.SS. The calculation puts the energy above the lowest of the compared OMol25 structures with the same formula, charge and spin at 0.178 eV.

The geometry in XYZ format:
```
10
CH5NOS2 (ωB97M-V/def2-TZVPD)
S 0.77171 0.56843 2.08144
S -0.94357 -0.33315 2.85047
O -1.09195 0.60652 -2.18486
N 0.90326 -0.44342 -1.69740
C -0.45963 -0.29375 -1.63289
H -0.96276 -1.09189 -1.03272
H 0.15848 1.15169 1.01464
H -1.17677 0.56238 3.79464
H 1.36755 -0.94454 -0.95243
H 1.43368 0.21774 -2.24089
```

---

Density functional theory data (ωB97M-V/def2-TZVPD) for a molecular structure, C8H6NO5Ru.

As for the spin multiplicity: 6. The LUMO energy (spin up / spin down) is -0.32225 / -0.48999 Ha. As for the orbital gap (spin up / spin down): 6.8 / 5.9 eV. The calculation puts the HOMO energy (spin up / spin down) at -15.52 / -19.22 eV. Its net charge is +2. Its expectation value of S² is 8.77. The calculation puts the energy above the lowest of the compared OMol25 structures with the same formula, charge and spin at 2.402 eV.

The geometry in XYZ format:
```
21
C8H6NO5Ru (ωB97M-V/def2-TZVPD)
Ru 0.33886 -0.16180 -1.83250
O 2.09979 2.37081 -1.55045
O 1.74244 -1.21604 -4.34622
O -1.17345 2.00995 -3.64429
O -1.57517 -2.86919 -1.45616
O 2.41221 -1.66638 0.00436
N -0.65231 0.53120 0.20817
C -0.20027 0.81465 2.75947
C 1.64175 -1.12931 -0.67101
C -0.38631 0.61168 1.33822
C -0.92849 -1.92662 -1.60108
C -0.74961 1.15720 -2.98079
C 1.19629 -0.82465 -3.40149
C -0.92593 -0.23618 3.62098
C 1.44576 1.42214 -1.63169
H -1.27839 -0.00184 -2.28621
H -0.56490 1.82445 3.00383
H -0.74858 -0.05923 4.68623
H -0.56965 -1.24439 3.38048
H 0.88222 0.78861 2.95672
H -2.00625 -0.19507 3.44345
```

---

Density functional theory data (ωB97M-V/def2-TZVPD) for a molecular structure, C34H29BeNO4Sb2.

The LUMO energy is -0.00261 Ha. As for the orbital gap: 8.3 eV. The calculation puts the HOMO energy at -8.33 eV. Its net charge is 0.

The geometry in XYZ format:
```
71
C34H29BeNO4Sb2 (ωB97M-V/def2-TZVPD)
Sb -0.34728 -2.16020 -0.17065
Sb -0.34106 1.71432 0.50951
O 1.33192 -0.38056 1.94540
O 2.60940 -0.13979 3.79742
O 3.17454 0.58269 -3.01166
O 1.62705 -0.06046 -1.48747
N 3.07220 0.21986 0.40554
C 5.61344 0.93421 0.69340
C -2.33324 4.67342 -2.83569
C 2.79930 0.34743 -1.88710
C 0.07006 3.03654 2.11082
C 3.54276 0.27611 1.63378
C -0.79795 -2.46381 -2.22403
C -1.34567 -2.78918 -4.94601
C -2.77451 4.73735 -1.51921
C -1.18551 -1.37481 -3.00675
C 0.39783 -5.94776 1.86304
C 0.71072 4.73121 4.22966
C -0.64996 -3.70806 -2.83341
C 0.51575 5.25274 2.95809
C -2.31527 -1.60893 0.50431
C -0.48620 -4.13798 0.53108
C 5.06828 0.86909 -0.59118
C 0.19997 4.40820 1.90108
C -0.92330 -3.86993 -4.18716
C -1.18807 3.02695 -0.90100
C -1.60786 -4.91504 0.23903
C 0.28443 2.51447 3.38760
C -2.79658 -0.17058 0.31945
C -2.20661 3.91630 -0.55501
C 0.60011 3.36338 4.44070
C 4.85874 0.64066 1.83227
C -1.47011 -1.53865 -4.35513
C 3.74299 0.49368 -0.69205
C -0.75232 2.96645 -2.22430
C 2.41893 -0.07688 2.60565
C -1.32490 3.78954 -3.18886
C -1.71967 -6.20040 0.75066
C 0.51219 -4.66006 1.35082
C -2.14290 0.84770 1.25849
C -0.71596 -6.71638 1.56097
Be 1.43911 -0.16674 0.21962
H 0.61210 6.31734 2.78616
H -0.79975 -4.84210 -4.64756
H 0.05609 4.82763 0.91242
H -1.77381 -0.68520 -4.94804
H -2.77700 5.31522 -3.58597
H -2.33572 -1.87820 1.56333
H -2.55507 3.97973 0.46985
H 0.23455 1.44640 3.56862
H -2.69395 0.13770 -0.72744
H -1.56466 -2.91665 -5.99846
H -0.31587 -4.56308 -2.25969
H 1.17800 -6.34577 2.49900
H -3.56229 5.42733 -1.24414
H 0.03525 2.27632 -2.51009
H -0.97943 3.73724 -4.21329
H 0.77008 2.94635 5.42505
H 1.38315 -4.06531 1.60015
H 0.95509 5.38941 5.05360
H 6.64892 1.22817 0.81068
H -1.24055 -0.37796 -2.58092
H -2.97410 -2.30506 -0.01729
H 5.64272 1.10185 -1.47609
H -2.39540 -4.52755 -0.39632
H -3.87473 -0.15681 0.50439
H -2.80985 1.69036 1.44590
H -1.90127 0.40602 2.22810
H 5.26929 0.69852 2.82995
H -2.59090 -6.79922 0.51676
H -0.80574 -7.71873 1.95966
```